ORCA calculation (ωB97M-V/def2-TZVPD) on a structure of composition C23H30ClInO5 in a non-equilibrium geometry.

Each line ends with the Löwdin charge.
Atoms and positions in Å:
C: -0.101 -0.184 -6.448  -0.250
C: -0.661 -1.256 -5.485  -0.052
C: -0.267 1.186 -5.802  -0.038
C: -1.454 0.993 -4.833  -0.176
H: -0.457 1.944 -6.588  0.137
H: 0.626 1.450 -5.187  0.145
C: -1.286 -0.465 -4.329  -0.198
H: 0.129 -1.957 -5.169  0.129
H: -1.448 -1.803 -6.017  0.120
C: -0.375 -0.267 -3.115  -0.107
H: -2.207 -0.939 -3.982  0.141
H: -2.395 1.135 -5.367  0.154
C: -1.267 1.876 -3.604  -0.524
C: 1.346 -0.373 -6.780  -0.464
C: -0.575 -0.190 -7.909  -0.425
O: -1.023 0.801 -8.456  0.112
O: 2.154 -1.115 -6.244  0.119
O: 1.659 0.356 -7.868  -0.043
O: -0.461 -1.332 -8.630  -0.022
C: 0.117 -2.596 -8.211  -0.025
H: -0.106 -2.857 -7.163  0.083
H: 1.207 -2.600 -8.381  0.096
H: -0.362 -3.331 -8.872  0.095
C: 3.033 0.277 -8.236  -0.030
H: 3.637 0.645 -7.393  0.106
H: 3.086 0.925 -9.120  0.099
H: 3.310 -0.767 -8.460  0.097
O: -0.360 1.136 -2.795  -0.088
H: 0.661 -0.551 -3.333  0.124
H: -0.707 -0.871 -2.263  0.089
C: -2.654 2.099 -2.926  -0.012
C: -0.556 3.249 -3.745  -0.012
H: -1.006 3.900 -4.505  0.079
H: 0.514 3.101 -3.960  0.080
H: -0.650 3.728 -2.754  0.093
H: -2.512 2.611 -1.957  0.064
H: -3.206 1.155 -2.783  0.085
H: -3.275 2.719 -3.594  0.076
In: -0.255 0.966 2.150  0.224
C: -1.828 -0.914 1.826  -0.388
C: -2.287 -0.780 0.463  -0.211
C: -1.699 -1.800 -0.283  -0.210
H: -3.023 -0.059 0.097  0.070
C: -0.761 -2.505 0.538  -0.180
C: -0.781 -1.931 1.825  -0.233
H: -0.200 -2.249 2.687  0.067
H: -2.426 -0.644 2.713  0.063
H: -1.898 -2.045 -1.334  0.060
H: -0.167 -3.352 0.210  0.064
C: 2.124 1.439 0.586  -0.278
C: 2.250 0.315 1.484  -0.343
C: 2.440 -0.838 0.661  -0.213
H: 2.425 0.353 2.575  0.041
C: 2.394 -0.444 -0.682  -0.214
C: 2.124 0.931 -0.737  -0.202
H: 1.952 1.488 -1.679  0.070
H: 2.323 2.480 0.865  0.070
H: 2.654 -1.856 1.019  0.070
H: 2.629 -1.080 -1.561  0.069
Cl: -1.327 2.747 1.010  -0.252

Results
2S+1: 1
net charge: -2
gap between HOMO and LUMO: 2.6 eV
E_HOMO: 1.054 eV
energy: -1920.860080 a.u.

***

ORCA calculation (ωB97M-V/def2-TZVPD) on a structure of composition C23H30F2N3PtS3.

Each line ends with the Löwdin charge.
Atoms and positions in Å:
Pt: 0.205 0.503 -0.276  0.871
F: 5.440 -0.694 0.017  0.090
C: 4.509 0.247 -0.182  -0.261
C: 3.181 -0.140 -0.178  -0.048
C: 2.180 0.796 -0.386  -0.242
C: 2.558 2.148 -0.578  -0.121
C: 3.913 2.473 -0.577  -0.206
F: 4.294 3.744 -0.784  0.084
C: 4.916 1.548 -0.381  0.084
C: 1.483 3.090 -0.894  -0.188
C: 1.586 4.473 -1.036  0.022
C: 0.493 5.195 -1.471  -0.027
C: -0.686 4.532 -1.777  -0.039
C: -0.745 3.173 -1.556  -0.156
N: 0.296 2.471 -1.093  -0.047
H: 2.986 -1.185 0.001  0.085
H: 5.957 1.831 -0.389  0.141
H: 2.518 4.965 -0.819  0.115
H: 0.567 6.268 -1.590  0.121
H: -1.548 5.052 -2.169  0.116
H: -1.647 2.611 -1.756  0.081
C: -3.486 -1.208 1.790  -0.513
C: -3.592 -0.289 0.581  -0.477
S: -2.250 0.826 0.041  0.835
C: -2.228 2.172 1.258  -0.468
C: -1.319 2.062 2.489  -0.506
S: 0.097 0.940 2.406  0.887
C: -0.580 -0.684 2.869  -0.530
C: -1.661 -0.760 3.930  -0.493
S: -3.352 -0.353 3.381  0.906
H: -2.687 -1.943 1.697  0.063
H: -4.415 -1.782 1.817  0.083
H: -4.433 0.393 0.722  0.084
H: -3.820 -0.873 -0.312  0.077
H: -3.260 2.351 1.559  0.089
H: -1.916 3.027 0.659  0.053
H: -1.900 1.808 3.369  0.034
H: -0.870 3.039 2.675  0.081
H: 0.301 -1.229 3.216  0.086
H: -0.919 -1.178 1.964  -0.001
H: -1.460 -0.080 4.760  0.083
H: -1.667 -1.769 4.342  0.082
C: 0.702 -2.677 0.110  -0.130
C: 0.707 -4.089 -0.523  -0.135
N: 0.117 -4.055 -1.854  -0.154
C: 0.928 -3.194 -2.707  -0.137
C: 0.993 -1.761 -2.131  -0.142
N: 0.204 -1.666 -0.865  -0.257
C: -1.194 -2.062 -1.199  -0.176
C: -1.228 -3.503 -1.769  -0.136
H: 1.689 -2.382 0.454  0.098
H: 0.039 -2.639 0.973  0.098
H: 0.140 -4.786 0.095  0.124
H: 1.722 -4.477 -0.605  0.125
H: 0.494 -3.189 -3.707  0.124
H: 1.926 -3.627 -2.786  0.124
H: 0.569 -1.024 -2.812  0.117
H: 2.012 -1.452 -1.914  0.094
H: -1.578 -1.333 -1.914  0.111
H: -1.777 -1.987 -0.283  0.071
H: -1.671 -3.510 -2.765  0.125
H: -1.833 -4.154 -1.137  0.125

Results
2S+1: 1
net charge: +1
gap between HOMO and LUMO: 7.8 eV
E_HOMO: -10.571 eV
energy: -2572.079378 a.u.
energy above the lowest of the compared OMol25 structures with the same formula, charge and spin: 23.3 kcal/mol

***

ORCA calculation (ωB97M-V/def2-TZVPD) on an isolated molecule of C23H30N2O2 in a non-equilibrium geometry.

Each line ends with the Löwdin charge.
Atoms and positions in Å:
C: 3.715 1.094 -4.749  -0.051
H: 3.626 0.295 -5.299  -0.004
C: 2.535 1.012 -3.535  -0.218
H: 2.761 1.934 -2.937  0.112
C: 1.313 1.214 -4.172  -0.298
N: 0.353 0.606 -3.301  -0.165
C: 0.165 1.569 -2.373  -0.224
C: -0.973 1.200 -1.167  -0.037
C: -2.281 0.663 -1.774  -0.283
C: -1.868 -0.447 -2.751  -0.129
C: -1.152 0.053 -3.955  -0.009
H: -0.867 -0.550 -4.709  0.057
H: -1.414 1.137 -4.303  0.148
H: -2.885 -0.899 -3.264  0.181
H: -1.432 -1.189 -2.322  0.049
H: -2.680 1.328 -2.268  0.065
O: -2.959 0.130 -0.675  -0.034
C: -2.652 -1.024 -0.026  -0.238
C: -2.190 -0.820 1.300  0.066
C: -1.712 -2.027 1.937  -0.180
C: -2.099 -3.096 1.529  -0.086
C: -2.773 -3.511 0.230  0.032
C: -3.188 -2.359 -0.423  0.015
H: -3.630 -2.547 -1.399  0.104
H: -3.312 -4.208 0.062  -0.012
H: -1.813 -4.050 2.247  0.170
C: -0.812 -1.694 3.319  -0.612
O: -0.305 -2.631 3.647  0.160
N: -1.245 -0.770 3.939  0.064
H: -1.948 -0.105 3.691  0.151
C: -0.746 -0.337 5.221  -0.064
H: -1.367 -0.048 6.033  0.093
H: -0.007 -1.220 5.485  0.145
C: 0.324 1.013 5.012  -0.080
C: 1.182 0.791 3.794  -0.283
C: 0.681 1.281 2.618  -0.136
C: 1.561 1.347 1.556  0.047
C: 2.822 0.089 1.535  0.007
C: 2.967 -0.350 2.739  -0.266
C: 2.144 -0.220 3.729  -0.104
H: 2.556 -0.743 4.873  0.208
H: 3.890 -1.215 2.646  0.179
H: 3.398 0.175 0.615  0.083
H: 1.573 1.768 0.559  0.059
H: -0.065 2.150 2.454  0.146
H: 0.845 1.122 6.073  0.146
H: -0.335 1.782 4.947  0.043
H: -1.634 0.191 1.655  0.145
H: -0.505 0.322 -0.646  0.130
H: -1.117 1.836 -0.571  -0.011
H: 0.847 2.010 -1.848  0.028
H: -0.603 2.529 -2.736  0.172
H: 0.852 2.008 -4.516  0.075
H: 1.322 0.196 -4.981  0.199
H: 2.914 0.050 -2.994  0.157
H: 3.512 1.842 -5.381  0.016
H: 4.709 1.325 -4.369  0.072

Results
2S+1: 1
net charge: 0
gap between HOMO and LUMO: 8.8 eV
E_HOMO: -8.262 eV
energy: -1153.677817 a.u.
energy above the lowest of the compared OMol25 structures with the same formula, charge and spin: 505.0 kcal/mol
structure (SMILES): CCCN1CCC(Oc2cccc(C(=O)NCCc3ccccc3)c2)CC1

***

ORCA calculation (ωB97M-V/def2-TZVPD) on an isolated molecule of C23H30N2O3S2.

Each line ends with the Löwdin charge.
Atoms and positions in Å:
C: -4.981 1.837 2.271  -0.052
C: -3.511 1.554 2.317  -0.280
C: -2.586 2.579 2.479  -0.021
C: -1.228 2.325 2.493  -0.019
C: -0.762 1.024 2.334  -0.318
C: -1.678 -0.014 2.180  -0.050
C: -3.035 0.256 2.179  -0.046
H: -3.736 -0.559 2.063  0.116
H: -1.322 -1.029 2.070  0.081
N: 0.609 0.781 2.303  -0.045
S: 1.641 1.873 1.544  0.688
O: 1.912 2.954 2.442  -0.284
O: 2.746 1.080 1.091  -0.285
C: 0.665 2.407 0.124  -0.212
C: 0.013 1.360 -0.497  -0.019
C: -0.868 1.593 -1.544  -0.106
C: -1.034 2.895 -2.000  0.013
C: -0.350 3.930 -1.394  -0.015
C: 0.506 3.716 -0.311  -0.232
C: 1.237 4.867 0.297  -0.031
H: 1.476 4.673 1.337  0.056
H: 0.651 5.779 0.212  0.085
H: 2.177 5.018 -0.235  0.099
H: -0.481 4.939 -1.757  0.117
H: -1.702 3.082 -2.826  0.125
C: -1.579 0.431 -2.164  -0.458
O: -1.686 0.267 -3.362  0.083
N: -2.093 -0.415 -1.237  0.048
H: -1.916 -0.223 -0.261  0.079
C: -2.442 -1.776 -1.560  -0.232
C: -1.190 -2.649 -1.653  -0.418
H: -0.581 -2.323 -2.496  0.082
H: -1.459 -3.698 -1.769  0.075
S: -0.152 -2.466 -0.151  0.918
C: 1.530 -2.615 -0.881  -0.587
C: 1.785 -4.049 -1.323  -0.228
C: 3.195 -4.186 -1.892  -0.201
C: 4.230 -3.760 -0.857  -0.207
C: 3.969 -2.323 -0.415  -0.193
C: 2.559 -2.174 0.152  -0.234
H: 2.402 -1.131 0.435  0.070
H: 2.454 -2.794 1.046  0.120
H: 4.691 -2.020 0.344  0.114
H: 4.084 -1.652 -1.269  0.120
H: 5.234 -3.844 -1.278  0.108
H: 4.172 -4.424 0.009  0.115
H: 3.366 -5.221 -2.194  0.109
H: 3.289 -3.557 -2.781  0.116
H: 1.051 -4.350 -2.075  0.105
H: 1.672 -4.709 -0.459  0.117
H: 1.548 -1.936 -1.740  0.119
H: -3.119 -2.155 -0.792  0.117
H: -2.946 -1.781 -2.530  0.124
H: 0.217 0.353 -0.167  0.086
H: 0.874 -0.181 2.156  0.107
H: -0.516 3.121 2.638  0.107
H: -2.934 3.594 2.602  0.115
H: -5.545 1.034 2.739  0.077
H: -5.313 1.922 1.236  0.084
H: -5.212 2.771 2.778  0.076

Results
2S+1: 1
net charge: 0
gap between HOMO and LUMO: 9.0 eV
E_HOMO: -8.644 eV
energy: -2026.075201 a.u.
energy above the lowest of the compared OMol25 structures with the same formula, charge and spin: 4.3 kcal/mol
structure (SMILES): Cc1ccc(NS(=O)(=O)c2cc(C(=O)NCCSC3CCCCC3)ccc2C)cc1